(1)
2 unconnected molecules or ions with the total composition C2H4Br2, computed with ωB97M-V/def2-TZVPD.

* maximum force: 0.040 hartree/bohr
* ΔE to the lowest compared entry with this formula, charge and spin: 141.4 kJ/mol
* LUMO energy: 0.021 Eh
* gap between HOMO and LUMO: 0.376 Ha

Bonds (Å) are listed after each position.
Atoms and positions in Å:
1 C 0.65 0.24 -0.85  C2 1.328, H6 1.059, H7 1.105
2 C 0.19 0.80 0.26  C1 1.328, Br3 1.906, H8 1.133
3 Br -0.48 2.56 0.58  C2 1.906
4 Br 4.59 -0.23 -1.02  H5 1.450
5 H 4.79 1.20 -0.93  Br4 1.450
6 H 0.63 0.71 -1.80  C1 1.059
7 H 1.27 -0.66 -1.00  C1 1.105
8 H 0.17 0.43 1.33  C2 1.133

(2)
8 unconnected molecules or ions with the total composition C35H93N7O11, computed with ωB97M-V/def2-TZVPD.

* maximum force: 0.059 hartree/bohr
* ΔE to the lowest compared entry with this formula, charge and spin: 613.3 kJ/mol
* LUMO energy: 0.018 Eh
* gap between HOMO and LUMO: 0.341 Ha

Bonds (Å) are listed after each position.
Atoms and positions in Å:
1 C 1.42 0.40 0.48  O2 1.467, H3 1.090, H4 1.090, H5 1.090
2 O 1.18 1.19 -0.74  C1 1.467, H6 0.960
3 H 0.45 0.28 0.95  C1 1.090
4 H 1.82 -0.52 0.07  C1 1.090
5 H 2.13 0.80 1.21  C1 1.090
6 H 1.20 2.12 -0.50  O2 0.960
7 C -0.90 -7.96 4.88  O8 1.430, H16 1.090, H17 1.090, H18 1.090
8 O -0.49 -9.31 4.65  C7 1.430, C9 1.436
9 C 0.66 -9.38 3.79  O8 1.436, C10 1.514, H19 1.090, H20 1.090
10 C 1.08 -10.79 3.41  C9 1.514, N11 1.475, H21 1.090, H22 1.090
11 N -0.08 -11.38 2.71  C10 1.475, C12 1.530, H23 1.010
12 C 0.13 -12.86 2.40  N11 1.530, C13 1.551, H24 1.090, H25 1.090
13 C -1.18 -13.53 1.90  C12 1.551, O14 1.407, H26 1.090, H27 1.090
14 O -2.09 -13.96 2.89  C13 1.407, C15 1.472
15 C -2.03 -15.40 3.20  O14 1.472, H28 1.090, H29 1.090, H30 1.090
16 H -0.80 -7.29 4.03  C7 1.090
17 H -0.21 -7.46 5.57  C7 1.090
18 H -1.89 -8.01 5.35  C7 1.090
19 H 1.47 -8.77 4.19  C9 1.090
20 H 0.38 -8.93 2.84  C9 1.090
21 H 1.35 -11.26 4.35  C10 1.090
22 H 1.93 -10.75 2.73  C10 1.090
23 H -0.90 -11.36 3.30  N11 1.010
24 H 0.47 -13.39 3.29  C12 1.090
25 H 0.91 -12.91 1.64  C12 1.090
26 H -0.80 -14.35 1.30  C13 1.090
27 H -1.61 -12.85 1.16  C13 1.090
28 H -1.97 -15.93 2.25  C15 1.090
29 H -2.96 -15.63 3.70  C15 1.090
30 H -1.18 -15.55 3.87  C15 1.090
31 C -4.25 8.96 7.79  O32 1.432, H40 1.090, H41 1.090, H42 1.090
32 O -3.84 7.68 8.27  C31 1.432, C33 1.439
33 C -4.24 6.56 7.46  O32 1.439, C34 1.521, H43 1.090, H44 1.090
34 C -3.59 6.43 6.09  C33 1.521, N35 1.490, H45 1.090, H46 1.090
35 N -2.23 5.82 6.11  C34 1.490, C36 1.501, H47 1.010
36 C -2.23 4.35 5.82  N35 1.501, C37 1.563, H48 1.090, H49 1.090
37 C -3.00 3.43 6.82  C36 1.563, O38 1.477, H50 1.090, H51 1.090
38 O -2.32 3.52 8.13  C37 1.477, C39 1.466
39 C -3.09 2.81 9.16  O38 1.466, H52 1.090, H53 1.090, H54 1.090
40 H -4.17 9.82 8.45  C31 1.090
41 H -5.33 8.92 7.59  C31 1.090
42 H -3.74 9.33 6.90  C31 1.090
43 H -5.32 6.43 7.39  C33 1.090
44 H -4.05 5.72 8.13  C33 1.090
45 H -3.43 7.38 5.57  C34 1.090
46 H -4.20 5.89 5.37  C34 1.090
47 H -1.94 5.81 7.08  N35 1.010
48 H -1.20 3.99 5.83  C36 1.090
49 H -2.76 4.23 4.88  C36 1.090
50 H -2.94 2.39 6.52  C37 1.090
51 H -4.05 3.73 6.86  C37 1.090
52 H -2.68 2.75 10.17  C39 1.090
53 H -3.36 1.80 8.85  C39 1.090
54 H -4.04 3.32 9.33  C39 1.090
55 C -10.18 3.71 -1.67  O56 1.447, H64 1.090, H65 1.090, H66 1.090
56 O -8.87 3.26 -2.08  C55 1.447, C57 1.408
57 C -7.81 4.14 -1.78  O56 1.408, C58 1.526, H67 1.090, H68 1.090
58 C -6.53 3.58 -2.40  C57 1.526, N59 1.489, H69 1.090, H70 1.090
59 N -5.45 4.56 -2.10  C58 1.489, C60 1.401, H71 1.010
60 C -5.49 5.79 -2.76  N59 1.401, C61 1.561, H72 1.090, H73 1.090
61 C -5.83 5.82 -4.29  C60 1.561, O62 1.457, H74 1.090, H75 1.090
62 O -4.89 4.98 -5.01  C61 1.457, C63 1.434
63 C -5.38 4.53 -6.28  O62 1.434, H76 1.090, H77 1.090, H78 1.090
64 H -10.02 4.67 -1.17  C55 1.090
65 H -10.84 3.00 -1.18  C55 1.090
66 H -10.76 4.19 -2.46  C55 1.090
67 H -7.68 4.24 -0.70  C57 1.090
68 H -7.96 5.15 -2.15  C57 1.090
69 H -6.79 3.36 -3.44  C58 1.090
70 H -6.40 2.59 -1.95  C58 1.090
71 H -4.52 4.16 -2.16  N59 1.010
72 H -4.50 6.21 -2.63  C60 1.090
73 H -6.23 6.43 -2.28  C60 1.090
74 H -5.93 6.82 -4.73  C61 1.090
75 H -6.75 5.29 -4.54  C61 1.090
76 H -6.21 3.83 -6.25  C63 1.090
77 H -4.65 4.01 -6.91  C63 1.090
78 H -5.68 5.47 -6.76  C63 1.090
79 C 6.09 3.40 -7.79  C80 1.581, H85 1.090, H86 1.090, H87 1.090
80 C 5.60 3.75 -6.33  C79 1.581, C81 1.527, N84 1.489, H88 1.090
81 C 5.07 5.18 -6.18  C80 1.527, O82 1.477, H89 1.090, H90 1.090
82 O 6.03 6.22 -6.57  C81 1.477, C83 1.436
83 C 7.16 6.36 -5.68  O82 1.436, H91 1.090, H92 1.090, H93 1.090
84 N 4.50 2.82 -5.98  C80 1.489, H94 1.010, H95 1.010
85 H 6.52 2.41 -7.95  C79 1.090
86 H 6.93 4.09 -7.76  C79 1.090
87 H 5.26 3.57 -8.47  C79 1.090
88 H 6.45 3.50 -5.70  C80 1.090
89 H 4.73 5.29 -5.15  C81 1.090
90 H 4.26 5.31 -6.90  C81 1.090
91 H 6.89 6.95 -4.80  C83 1.090
92 H 7.97 6.92 -6.15  C83 1.090
93 H 7.62 5.38 -5.54  C83 1.090
94 H 3.74 2.95 -6.64  N84 1.010
95 H 4.07 3.04 -5.09  N84 1.010
96 C -1.71 -5.72 -2.64  C97 1.561, H102 1.090, H103 1.090, H104 1.090
97 C -3.00 -4.85 -2.68  C96 1.561, C98 1.520, N101 1.469, H105 1.090
98 C -3.65 -4.63 -1.32  C97 1.520, O99 1.480, H106 1.090, H107 1.090
99 O -4.99 -4.03 -1.49  C98 1.480, C100 1.416
100 C -5.79 -4.24 -0.34  O99 1.416, H108 1.090, H109 1.090, H110 1.090
101 N -2.63 -3.56 -3.29  C97 1.469, H111 1.010, H112 1.010
102 H -1.22 -5.48 -3.59  C96 1.090
103 H -1.97 -6.76 -2.44  C96 1.090
104 H -0.94 -5.46 -1.91  C96 1.090
105 H -3.71 -5.37 -3.32  C97 1.090
106 H -3.08 -4.05 -0.59  C98 1.090
107 H -3.74 -5.65 -0.96  C98 1.090
108 H -6.80 -4.24 -0.75  C100 1.090
109 H -5.75 -3.49 0.45  C100 1.090
110 H -5.79 -5.24 0.09  C100 1.090
111 H -1.84 -3.25 -2.75  N101 1.010
112 H -3.36 -2.97 -2.93  N101 1.010
113 C 7.44 -4.23 -3.16  C114 1.545, H119 1.090, H120 1.090, H121 1.090
114 C 7.48 -4.99 -4.50  C113 1.545, C115 1.540, N118 1.502, H122 1.090
115 C 7.53 -6.53 -4.34  C114 1.540, O116 1.446, H123 1.090, H124 1.090
116 O 8.69 -6.85 -3.53  C115 1.446, C117 1.402
117 C 8.60 -8.16 -3.04  O116 1.402, H125 1.090, H126 1.090, H127 1.090
118 N 6.17 -4.68 -5.15  C114 1.502, H128 1.010, H129 1.010
119 H 6.49 -4.40 -2.65  C113 1.090
120 H 7.39 -3.17 -3.38  C113 1.090
121 H 8.31 -4.57 -2.60  C113 1.090
122 H 8.33 -4.61 -5.07  C114 1.090
123 H 7.56 -7.06 -5.28  C115 1.090
124 H 6.68 -6.83 -3.73  C115 1.090
125 H 8.53 -9.07 -3.63  C117 1.090
126 H 7.80 -8.18 -2.30  C117 1.090
127 H 9.53 -8.24 -2.47  C117 1.090
128 H 6.05 -3.69 -5.03  N118 1.010
129 H 5.27 -5.05 -4.89  N118 1.010
130 C 3.59 9.30 1.29  C131 1.576, H136 1.090, H137 1.090, H138 1.090
131 C 4.13 7.92 0.76  C130 1.576, C132 1.587, N135 1.508, H139 1.090
132 C 5.31 7.35 1.65  C131 1.587, O133 1.376, H140 1.090, H141 1.090
133 O 6.53 7.94 1.36  C132 1.376, C134 1.403
134 C 7.49 7.76 2.36  O133 1.403, H142 1.090, H143 1.090, H144 1.090
135 N 2.96 6.98 0.84  C131 1.508, H145 1.010, H146 1.010
136 H 4.38 10.02 1.49  C130 1.090
137 H 3.02 9.29 2.22  C130 1.090
138 H 3.00 9.65 0.44  C130 1.090
139 H 4.38 8.14 -0.28  C131 1.090
140 H 5.31 6.27 1.50  C132 1.090
141 H 4.96 7.52 2.67  C132 1.090
142 H 8.27 8.39 1.93  C134 1.090
143 H 7.83 6.72 2.43  C134 1.090
144 H 7.20 8.19 3.32  C134 1.090
145 H 2.54 7.14 1.75  N135 1.010
146 H 2.21 7.50 0.41  N135 1.010